Below is a 13-piece molecular cluster, C40H115N17O13 overall, with properties calculated with ωB97M-V/def2-TZVPD.

XYZ file:
```
185
Properties=species:S:1:pos:R:3
C 5.85 1.47 7.24
C 7.18 2.22 7.48
C 6.92 3.72 7.81
O 8.02 4.18 8.61
C 8.29 5.54 8.47
N 7.90 1.61 8.54
H 5.43 2.00 6.39
H 5.22 1.56 8.12
H 5.99 0.42 6.96
H 7.79 2.08 6.59
H 6.08 3.85 8.50
H 6.66 4.30 6.92
H 7.33 6.05 8.42
H 8.92 5.93 7.68
H 8.63 5.92 9.44
H 7.25 1.12 9.13
H 8.34 2.37 9.04
C -3.80 -6.21 -3.85
C -4.10 -6.46 -5.32
C -3.55 -7.85 -5.77
O -2.14 -7.94 -5.55
C -1.52 -8.86 -6.43
N -5.55 -6.29 -5.55
H -4.29 -6.96 -3.24
H -4.23 -5.29 -3.46
H -2.76 -6.31 -3.54
H -3.58 -5.71 -5.91
H -3.82 -7.80 -6.82
H -4.16 -8.64 -5.34
H -1.69 -8.54 -7.45
H -1.87 -9.89 -6.36
H -0.45 -8.80 -6.21
H -5.80 -6.87 -6.34
H -6.08 -6.71 -4.80
C 6.12 6.53 -2.26
C 5.14 7.14 -1.24
C 3.81 7.67 -1.87
O 4.01 8.60 -2.93
C 4.40 9.94 -2.51
N 4.95 6.03 -0.31
H 5.77 5.64 -2.78
H 6.96 6.20 -1.65
H 6.38 7.25 -3.04
H 5.70 7.96 -0.79
H 3.13 8.16 -1.17
H 3.33 6.77 -2.24
H 5.34 9.94 -1.97
H 3.75 10.37 -1.74
H 4.45 10.71 -3.28
H 4.61 5.24 -0.83
H 4.25 6.25 0.39
C 3.27 -5.78 2.46
C 3.28 -7.32 2.74
C 2.95 -7.67 4.23
O 3.90 -7.26 5.07
C 3.86 -7.52 6.43
N 2.41 -7.98 1.75
H 3.70 -5.54 1.49
H 3.76 -5.17 3.21
H 2.26 -5.39 2.37
H 4.33 -7.54 2.57
H 2.91 -8.75 4.33
H 2.00 -7.28 4.61
H 3.52 -6.63 6.95
H 4.88 -7.71 6.78
H 3.12 -8.29 6.66
H 1.49 -7.83 2.14
H 2.50 -7.43 0.91
C -1.29 2.32 -10.81
C -1.44 3.64 -10.11
C -2.62 4.43 -10.61
O -2.50 5.71 -10.21
C -3.66 6.46 -10.58
N -1.51 3.39 -8.69
H -0.53 1.70 -10.33
H -1.22 2.50 -11.89
H -2.24 1.78 -10.74
H -0.49 4.15 -10.23
H -3.48 3.91 -10.18
H -2.74 4.38 -11.69
H -4.57 5.93 -10.31
H -3.75 6.59 -11.66
H -3.61 7.46 -10.15
H -1.31 4.35 -8.44
H -0.76 2.84 -8.30
C 9.94 -2.08 -0.65
C 10.98 -2.26 -1.84
C 12.38 -2.69 -1.27
O 13.28 -2.62 -2.36
C 14.53 -3.26 -1.97
N 10.48 -3.18 -2.80
H 10.19 -1.28 0.05
H 9.90 -3.01 -0.08
H 8.94 -1.98 -1.08
H 11.19 -1.40 -2.47
H 12.25 -3.69 -0.85
H 12.61 -1.94 -0.51
H 14.33 -4.21 -1.46
H 14.93 -2.74 -1.10
H 15.23 -3.35 -2.79
H 11.21 -3.26 -3.49
H 10.53 -4.06 -2.32
C -3.52 -4.27 6.02
C -4.37 -4.18 4.76
C -5.76 -4.80 4.98
O -5.53 -6.19 5.22
C -6.62 -6.78 5.93
N -4.57 -2.74 4.47
H -4.01 -3.93 6.93
H -2.62 -3.70 5.79
H -3.20 -5.29 6.27
H -3.88 -4.50 3.84
H -6.58 -4.81 4.26
H -6.17 -4.37 5.89
H -6.59 -6.48 6.98
H -6.41 -7.85 6.00
H -7.57 -6.54 5.45
H -4.96 -2.30 5.29
H -5.32 -2.77 3.79
C -11.76 -1.21 -0.21
C -10.85 -2.47 0.00
C -11.06 -3.50 -0.98
O -12.14 -4.35 -0.71
C -12.42 -5.34 -1.66
N -9.50 -1.99 -0.24
H -11.35 -0.37 -0.78
H -12.11 -0.83 0.75
H -12.61 -1.52 -0.81
H -10.91 -2.77 1.05
H -10.28 -4.25 -0.96
H -11.12 -3.06 -1.97
H -11.53 -5.96 -1.56
H -12.39 -4.92 -2.66
H -13.28 -5.98 -1.47
H -9.33 -2.03 -1.24
H -9.42 -1.04 0.08
C 0.29 8.68 5.66
C 0.32 7.84 6.87
C -0.93 8.13 7.73
O -1.00 7.28 8.84
C -1.66 7.75 10.02
N 0.38 6.36 6.47
H 1.31 8.73 5.27
H 0.12 9.72 5.95
H -0.52 8.49 4.95
H 1.22 8.01 7.46
H -1.88 8.22 7.20
H -0.82 9.13 8.16
H -1.58 6.91 10.71
H -2.72 8.02 10.06
H -1.11 8.56 10.49
H -0.58 6.26 6.15
H 0.44 5.74 7.27
C 2.82 -3.07 -5.49
O 1.73 -2.52 -5.63
N 2.96 -4.36 -5.60
N 3.86 -2.45 -5.06
H 3.88 -4.76 -5.48
H 2.07 -4.83 -5.52
H 3.78 -1.54 -4.63
H 4.73 -2.94 -4.94
C -5.58 5.02 1.47
O -4.82 5.06 2.39
N -5.23 4.57 0.32
N -6.76 5.58 1.40
H -5.70 4.61 -0.57
H -4.32 4.15 0.38
H -7.01 6.27 2.10
H -7.14 5.50 0.47
C -6.62 1.90 -6.00
O -7.74 1.58 -5.66
N -5.66 1.06 -6.21
N -6.23 3.09 -5.85
H -4.71 1.39 -6.33
H -5.84 0.07 -6.11
H -5.37 3.48 -6.20
H -6.85 3.76 -5.40
C -0.21 0.77 -0.42
O 0.88 1.05 -0.88
N -0.55 1.07 0.79
N -1.18 0.28 -1.07
H 0.05 1.50 1.48
H -1.41 0.68 1.16
H -1.03 -0.04 -2.02
H -2.12 0.25 -0.69
```

Output
Energy above the lowest of the compared OMol25 structures with the same formula, charge and spin ... 215.82 kcal per mole
2S+1 ... 1
Molecular weight ... 1042.5 g/mol
Frontier orbital gap ... 0.32853 Ha
Net charge ... 0
Max |F| ... 0.148 hartree/bohr